A structure of composition C38H55InNO2P2 in a non-equilibrium geometry. Source: the Open Molecules 2025 dataset; level of theory: ωB97M-V with the def2-TZVPD basis set.

LUMO energy (spin up / spin down): -6.084 / -6.100 eV
energy above the lowest of the compared OMol25 structures with the same formula, charge and spin: 312.6 kJ/mol
gap between HOMO and LUMO (spin up / spin down): 2.44 / 2.41 eV
DFT total energy: -2558.47209 hartree
max |F|: 6.94 eV/A

```
! wB97M-V def2-TZVPD RIJCOSX def2/J DEFGRID3
* xyz 1 1
In -2.7201 -2.0993 1.6741
C -0.3461 0.6107 -3.4332
C -1.5245 1.3830 -3.2601
C -0.0477 1.9656 -1.6036
C 0.5730 0.9763 -2.4155
C -1.3368 2.2383 -2.1419
C -0.0992 -0.3600 -4.5166
H -1.0458 -0.7338 -4.9282
H 0.4855 -1.2209 -4.1626
H 0.4619 0.1001 -5.3467
C 1.9450 0.4735 -2.2222
H 2.2226 -0.2780 -2.9691
H 2.0533 0.0200 -1.2279
H 2.6710 1.2971 -2.2841
C 0.5840 2.5857 -0.4166
H 1.4588 3.1905 -0.7054
H 0.9375 1.8015 0.2696
H -0.0965 3.2356 0.1476
C -2.2782 3.2722 -1.6784
H -2.0714 4.2390 -2.1632
H -2.2080 3.4367 -0.5979
H -3.3097 2.9971 -1.9281
C -2.7117 1.3578 -4.1409
H -2.6076 2.0650 -4.9758
H -3.6147 1.6322 -3.5872
H -2.8591 0.3624 -4.5707
C -1.5250 -3.8599 1.7849
C -1.3728 -4.4674 0.3904
C -2.2636 -3.9303 -0.7139
C -3.7731 -4.1387 -0.3746
C -4.3174 -3.1234 0.6304
C -4.4289 -3.3693 2.0426
C -3.8927 -4.6629 2.6539
C -2.3343 -4.7237 2.7955
H -2.0699 -4.4269 -1.6908
H -3.9194 -5.1760 -0.0331
H -2.0526 -2.8535 -0.8949
H -2.0341 -5.7823 2.7629
H -0.5585 -3.5568 2.2145
H -1.4972 -5.5704 0.4482
H -2.0659 -4.3929 3.8173
H -4.3724 -4.7651 3.6405
H -5.2661 -2.8994 2.5852
H -4.2337 -5.5289 2.0738
H -4.3313 -4.0337 -1.3224
H -5.0432 -2.4284 0.1880
P 0.5861 -4.7158 -0.2811
C 0.5878 -5.7947 -1.7784
C 0.7377 -3.0578 -1.0970
P -2.0590 2.7271 2.7827
C -1.5157 1.0877 2.2881
C -3.5964 2.3471 1.7477
C -2.6934 2.1473 4.4243
H 1.6132 -6.1944 -1.8668
H 0.3468 -5.2518 -2.7029
H -0.0895 -6.6464 -1.6491
H 0.0267 -2.3118 -0.7173
H 0.5998 -3.2042 -2.1764
H 1.7409 -2.6507 -0.9097
H -3.3642 1.2856 4.3110
H -3.2413 2.9908 4.8640
H -1.8441 1.8825 5.0660
H -1.5445 0.8742 1.2000
H -0.8072 0.4426 2.8404
H -4.3109 3.1798 1.8093
H -4.0693 1.4266 2.1258
H -3.2928 2.1823 0.7024
C 3.6264 6.2006 1.8490
C 3.8654 4.8979 1.1249
C 4.4033 4.9134 -0.1641
C 4.6381 3.7300 -0.8697
C 4.3237 2.5100 -0.2769
C 3.7869 2.4740 1.0226
N 3.3600 1.2383 1.5230
C 3.7473 0.5926 2.6732
C 4.8432 1.0239 3.4454
C 5.1601 0.3283 4.6112
C 4.4247 -0.8059 4.9857
C 3.3365 -1.2383 4.2128
C 2.9865 -0.5526 3.0478
C 1.7667 -0.9608 2.2456
O 0.9224 -1.6663 2.8438
O 1.6691 -0.5542 1.0257
C 3.5396 3.6784 1.7284
C 2.8873 3.6216 3.0744
H 2.5561 6.3744 2.0313
H 4.1333 6.2308 2.8246
H 3.9992 7.0334 1.2426
H 4.6260 5.8785 -0.6139
H 5.0618 3.7411 -1.8738
H 4.4916 1.5558 -0.7853
H 2.6873 0.6491 0.9694
H 5.4271 1.8990 3.1407
H 5.9748 0.6906 5.2360
H 4.6817 -1.3452 5.8967
H 2.7529 -2.0995 4.5371
H 2.1717 2.7918 3.1329
H 3.6220 3.4790 3.8789
H 2.3418 4.5454 3.2853
*
```

In the Löwdin picture, each atom carries the following charge in e: 0.9864, -0.1800, -0.0739, -0.0928, -0.0917, -0.1778, -0.0327, 0.0767, 0.0799, 0.1024, 0.0270, 0.0953, 0.0869, 0.1026, 0.0235, 0.1148, 0.0876, 0.0777, -0.0369, 0.1045, 0.0588, 0.0810, 0.0299, 0.1339, 0.0923, 0.0926, -0.3717, -0.4543, -0.2467, -0.1482, -0.2133, -0.2095, -0.1587, -0.1914, 0.1226, 0.1251, 0.0887, 0.1206, 0.0642, 0.0913, 0.1181, 0.1217, 0.1341, 0.1207, 0.1280, 0.1265, 0.9527, -0.3338, -0.3240, 0.8706, -0.2418, -0.3139, -0.3061, 0.0359, 0.0237, 0.0322, 0.0221, 0.0162, 0.0264, 0.0351, 0.0365, 0.0473, -0.0408, 0.0022, 0.0393, 0.0165, 0.0048, -0.0517, -0.2352, -0.0562, -0.0876, -0.0440, -0.2220, 0.0780, -0.1989, -0.0321, -0.0853, -0.0910, -0.0242, -0.0685, -0.5843, -0.0405, -0.1039, -0.1734, -0.0304, 0.0823, 0.0920, 0.0762, 0.1064, 0.1024, 0.1107, 0.0717, 0.1164, 0.1023, 0.0964, 0.1140, 0.0829, 0.0913, 0.0690